# 1
{"formula": "C4H9N", "method": "ωB97M-V/def2-TZVPD", "multiplicity": 2, "s2": 0.750, "homo_ev": [1.404, -3.644], "charge": -1, "e_lumo_ha": [0.16156, 0.15848], "total_energy_ev": -5781.2979, "molar_mass_g_mol": 71.123, "species": ["C", "C", "C", "C", "N", "H", "H", "H", "H", "H", "H", "H", "H", "H"], "coordinates": [[-0.83, -1.20, -1.15], [-0.19, -0.08, -0.40], [-0.26, 1.19, -0.90], [0.84, 0.54, 1.69], [0.62, -0.43, 0.65], [-0.84, -0.87, -2.20], [-1.88, -1.32, -0.99], [-0.33, -2.16, -1.08], [-0.56, 1.36, -1.93], [-0.28, 2.08, -0.28], [-0.12, 0.94, 2.03], [1.54, 1.28, 1.30], [1.36, 0.06, 2.53], [0.92, -1.39, 0.73]]}



# 2
{"formula": "CH2N2S2", "method": "ωB97M-V/def2-TZVPD", "homo_ev": -8.696, "charge": 0, "e_lumo_ha": -0.04982, "total_energy_ev": -25717.0401, "molar_mass_g_mol": 106.175, "species": ["C", "N", "N", "S", "S", "H", "H"], "coordinates": [[-1.45, 0.49, -1.34], [-1.57, 1.41, -0.69], [0.89, -0.71, 0.38], [1.50, 0.18, 1.79], [1.41, -2.11, 0.11], [0.62, 1.16, 1.79], [-1.40, -0.42, -2.06]]}



# 3
{"formula": "C4H8F4", "method": "ωB97M-V/def2-TZVPD", "homo_ev": -12.179, "charge": 0, "e_lumo_ha": 0.03248, "total_energy_ev": -15147.4874, "molar_mass_g_mol": 132.100, "species": ["C", "C", "C", "C", "H", "H", "H", "H", "H", "H", "H", "H", "F", "F", "F", "F"], "coordinates": [[0.02, -2.08, 0.05], [-0.07, -3.02, -1.11], [0.13, 2.66, -0.16], [-0.05, 2.41, 1.32], [-0.34, -1.09, -0.26], [1.06, -1.99, 0.39], [-0.60, -2.44, 0.88], [0.27, -4.04, -0.89], [-0.60, 3.40, -0.52], [0.01, 1.73, -0.72], [0.68, 1.68, 1.68], [0.07, 3.35, 1.88], [-1.36, -3.10, -1.55], [0.69, -2.55, -2.15], [1.41, 3.15, -0.36], [-1.33, 1.92, 1.52]]}



# 4
{"formula": "C20H33N2O5P", "method": "ωB97M-V/def2-TZVPD", "homo_ev": -8.529, "charge": 0, "e_lumo_ha": 0.01835, "total_energy_ev": -43784.4011, "molar_mass_g_mol": 412.467, "species": ["O", "O", "O", "O", "O", "C", "C", "C", "C", "C", "C", "C", "C", "N", "N", "C", "C", "C", "C", "C", "C", "C", "C", "C", "C", "C", "C", "P", "H", "H", "H", "H", "H", "H", "H", "H", "H", "H", "H", "H", "H", "H", "H", "H", "H", "H", "H", "H", "H", "H", "H", "H", "H", "H", "H", "H", "H", "H", "H", "H", "H"], "coordinates": [[-0.27, 0.18, 7.17], [-4.66, -0.28, 7.20], [0.89, -2.80, -7.33], [-0.09, -0.79, -0.04], [1.35, -0.29, -7.13], [-0.48, 1.04, 6.33], [-3.51, 0.14, 7.16], [-1.80, -0.02, 1.45], [-0.17, -1.68, 2.18], [-2.42, -0.07, 2.71], [-0.78, -1.72, 3.45], [-0.68, -0.83, 1.18], [-1.91, -0.92, 3.72], [-2.84, 0.44, 8.28], [-1.65, 1.21, 5.70], [0.62, 2.00, 5.95], [-3.38, 0.32, 9.63], [1.04, 1.72, -5.19], [1.03, -0.37, -3.81], [4.31, 0.44, -5.07], [3.64, 0.14, -6.41], [3.19, 0.92, -4.15], [2.26, -0.38, -6.02], [1.86, 0.47, -4.79], [-2.58, -1.00, 5.08], [0.31, -1.39, -9.50], [-2.85, 0.35, 5.78], [1.39, -1.62, -8.08], [-0.61, -0.31, -0.68], [-2.20, 0.62, 0.68], [0.69, -2.30, 1.96], [-3.30, 0.52, 2.91], [-0.38, -2.38, 4.22], [-1.85, 0.65, 8.17], [-1.68, 1.96, 5.03], [0.29, 3.03, 6.10], [1.49, 1.81, 6.58], [0.90, 1.84, 4.91], [-2.75, 0.87, 10.33], [-4.39, 0.73, 9.66], [-3.42, -0.73, 9.92], [0.85, 2.34, -4.31], [1.58, 2.32, -5.93], [0.07, 1.43, -5.61], [0.76, 0.22, -2.93], [1.60, -1.25, -3.48], [0.11, -0.72, -4.29], [4.74, -0.49, -4.67], [5.11, 1.18, -5.17], [3.54, 1.07, -6.99], [4.21, -0.58, -6.99], [3.24, 2.01, -4.07], [3.32, 0.51, -3.15], [2.37, -1.42, -5.69], [-1.96, -1.60, 5.75], [-3.52, -1.52, 4.96], [0.87, -0.94, -10.32], [-0.52, -0.74, -9.21], [-0.09, -2.36, -9.81], [-3.61, 0.85, 5.19], [2.71, -1.84, -8.51]]}



# 5
{"formula": "C19H10BrCl2N3OS", "method": "ωB97M-V/def2-TZVPD", "homo_ev": -8.167, "charge": 0, "e_lumo_ha": -0.03517, "total_energy_ev": -132302.8180, "molar_mass_g_mol": 479.186, "species": ["O", "Cl", "Cl", "Br", "N", "N", "S", "C", "C", "C", "C", "C", "C", "C", "C", "C", "C", "C", "C", "C", "C", "C", "C", "C", "C", "C", "N", "H", "H", "H", "H", "H", "H", "H", "H", "H", "H"], "coordinates": [[3.07, -1.41, -2.11], [2.95, 2.75, -0.35], [3.81, -2.57, 0.85], [-4.71, -1.97, 2.01], [-1.54, -0.09, 0.02], [0.90, -1.81, -1.94], [-3.36, 0.96, 1.78], [2.05, -1.25, -1.46], [-1.72, 0.55, 1.20], [-0.19, -1.39, -1.42], [-0.60, 1.01, 1.99], [0.71, 0.95, 1.36], [2.08, -0.30, -0.35], [0.88, 0.14, 0.13], [6.07, 0.70, 1.12], [-5.69, -0.71, -1.95], [-5.15, 0.62, -1.96], [5.24, 1.81, 0.72], [5.61, -0.58, 1.17], [-5.45, -1.49, -0.82], [-4.46, 1.14, -0.84], [3.96, 1.45, 0.21], [4.28, -0.93, 0.64], [-4.84, -0.95, 0.35], [-4.31, 0.39, 0.37], [3.47, 0.07, 0.19], [-0.32, -0.36, -0.49], [-1.17, -1.76, -1.81], [-0.74, 1.52, 3.00], [1.59, 1.40, 1.98], [7.12, 0.89, 1.38], [-6.28, -1.20, -2.73], [-5.39, 1.33, -2.81], [5.62, 2.89, 0.63], [6.25, -1.38, 1.63], [-5.82, -2.48, -0.78], [-3.90, 2.06, -0.91]]}



# 6
{"formula": "C6H30Fe2O18", "method": "ωB97M-V/def2-TZVPD", "multiplicity": 9, "s2": 20.012, "homo_ev": [-13.998, -13.985], "charge": 2, "e_lumo_ha": [-0.27415, -0.27646], "total_energy_ev": -112322.6380, "molar_mass_g_mol": 501.978, "species": ["Fe", "Fe", "C", "C", "C", "O", "C", "C", "C", "O", "O", "O", "H", "H", "O", "H", "H", "O", "H", "H", "O", "H", "H", "O", "H", "H", "O", "H", "H", "O", "H", "H", "O", "H", "H", "O", "H", "H", "O", "H", "H", "O", "H", "H", "O", "H", "H", "O", "H", "H", "O", "H", "H", "O", "H", "H"], "coordinates": [[5.30, 2.53, -8.41], [10.95, 1.55, -15.25], [8.11, 3.61, -13.07], [6.98, 3.77, -12.23], [6.88, 2.81, -11.01], [5.80, 2.71, -10.37], [8.02, 2.04, -10.66], [9.20, 2.15, -11.39], [9.17, 2.83, -12.72], [10.10, 2.56, -13.57], [10.20, 1.53, -10.96], [6.15, 4.68, -12.37], [8.08, 4.04, -14.06], [7.88, 1.53, -9.72], [9.91, 2.70, -7.97], [9.75, 2.18, -8.77], [10.83, 2.52, -7.75], [7.09, 3.50, -7.85], [7.05, 4.46, -7.75], [8.03, 3.26, -7.71], [4.31, 5.88, -10.72], [3.59, 6.10, -11.31], [4.93, 5.35, -11.26], [6.16, 6.77, -14.14], [6.19, 5.89, -13.75], [5.26, 7.08, -13.98], [12.56, 2.96, -15.20], [13.34, 3.15, -15.73], [12.60, 3.59, -14.46], [3.98, 3.97, -8.84], [4.07, 4.71, -9.50], [3.05, 3.72, -8.88], [3.23, 3.20, -13.05], [3.89, 3.90, -13.17], [2.41, 3.68, -12.89], [10.07, 6.03, -13.80], [9.36, 5.40, -13.62], [10.28, 6.41, -12.94], [7.87, -0.87, -10.86], [7.73, -1.27, -10.00], [8.47, -0.13, -10.70], [12.34, -0.18, -11.77], [11.62, 0.39, -11.45], [11.96, -1.07, -11.79], [12.33, 4.02, -10.97], [11.62, 3.37, -11.06], [12.05, 4.60, -10.25], [7.43, 6.87, -10.66], [6.82, 6.79, -9.92], [7.15, 6.19, -11.28], [11.99, 0.45, -13.85], [11.99, 0.47, -12.86], [12.91, 0.26, -14.09], [6.16, 0.72, -7.86], [6.35, -0.16, -8.21], [6.39, 0.67, -6.92]]}



# 7
{"formula": "C3H4F2", "method": "ωB97M-V/def2-TZVPD", "homo_ev": -10.724, "charge": 0, "e_lumo_ha": 0.03545, "total_energy_ev": -8609.4750, "molar_mass_g_mol": 78.061, "species": ["C", "C", "C", "F", "F", "H", "H", "H", "H"], "coordinates": [[-1.27, -0.68, -0.29], [-0.51, 0.42, -0.18], [1.01, 0.38, 0.34], [1.87, 1.02, -0.56], [1.49, -0.93, 0.38], [-2.28, -0.73, -0.72], [-0.69, -1.70, -0.26], [-0.80, 1.41, -0.12], [1.18, 0.81, 1.40]]}



# 8
{"formula": "C25H52ClN2O7PS", "method": "ωB97M-V/def2-TZVPD", "multiplicity": 3, "s2": 2.008, "homo_ev": [-8.641, -9.331], "charge": 0, "e_lumo_ha": [0.02782, 0.00452], "total_energy_ev": -76723.7443, "molar_mass_g_mol": 591.192, "species": ["C", "C", "O", "C", "C", "C", "C", "C", "O", "S", "O", "O", "P", "O", "Cl", "H", "H", "H", "H", "H", "H", "H", "H", "H", "H", "H", "H", "H", "H", "H", "H", "C", "C", "C", "C", "C", "C", "N", "O", "C", "C", "C", "H", "H", "H", "H", "H", "H", "H", "H", "H", "H", "H", "H", "H", "H", "H", "H", "H", "H", "C", "C", "C", "C", "C", "C", "N", "O", "C", "C", "C", "H", "H", "H", "H", "H", "H", "H", "H", "H", "H", "H", "H", "H", "H", "H", "H", "H", "H"], "coordinates": [[-1.94, 2.71, -0.12], [-2.29, 2.80, -1.66], [-2.21, 1.48, -2.21], [-3.49, 0.94, -2.48], [-3.24, -0.56, -2.88], [-2.48, -1.36, -1.77], [-3.50, -1.70, -0.62], [-2.90, -2.51, 0.54], [-1.73, -1.84, 1.13], [-1.65, -2.38, 2.72], [-0.21, -2.58, 3.00], [-2.22, -1.04, 3.55], [-1.22, -0.60, 4.87], [-2.34, 0.08, 5.93], [0.00, 1.03, 4.24], [-2.29, 1.74, 0.27], [-2.39, 3.57, 0.41], [-0.84, 2.77, -0.03], [-3.25, 3.32, -1.86], [-1.47, 3.38, -2.12], [-4.17, 0.92, -1.60], [-4.00, 1.40, -3.35], [-2.71, -0.63, -3.85], [-4.22, -1.06, -3.02], [-2.10, -2.30, -2.23], [-1.60, -0.80, -1.39], [-4.33, -2.26, -1.09], [-3.92, -0.73, -0.28], [-2.58, -3.54, 0.27], [-3.65, -2.59, 1.36], [-1.85, 0.72, 6.47], [-2.23, 0.30, -10.05], [-2.31, 0.45, -8.52], [-2.00, 1.90, -8.13], [-0.52, 2.25, -8.29], [0.36, 1.25, -7.54], [0.05, -0.22, -7.86], [-1.40, -0.53, -7.85], [-1.78, -0.63, -6.60], [0.65, -0.60, -9.23], [0.83, -1.09, -6.86], [-3.79, 0.15, -8.20], [-3.10, 0.75, -10.53], [-1.37, 0.80, -10.49], [-2.20, -0.75, -10.35], [-2.28, 2.07, -7.09], [-2.60, 2.58, -8.73], [-0.24, 2.27, -9.35], [-0.34, 3.25, -7.91], [1.41, 1.47, -7.76], [0.23, 1.43, -6.47], [0.33, -1.60, -9.53], [1.74, -0.61, -9.19], [0.40, 0.10, -10.03], [0.61, -0.84, -5.82], [1.91, -0.95, -6.99], [0.61, -2.15, -7.01], [-4.05, -0.87, -8.49], [-4.44, 0.84, -8.75], [-4.02, 0.28, -7.14], [3.72, -2.35, 7.55], [3.42, -0.91, 7.07], [4.75, -0.19, 6.79], [5.52, 0.16, 8.06], [4.64, 0.95, 9.03], [3.28, 0.29, 9.31], [2.60, -0.19, 8.08], [2.06, 0.86, 7.48], [3.45, -0.89, 10.29], [2.42, 1.30, 10.09], [2.67, -1.10, 5.75], [4.02, -2.98, 6.70], [4.53, -2.42, 8.26], [2.83, -2.81, 7.99], [4.56, 0.73, 6.23], [5.38, -0.81, 6.14], [5.90, -0.75, 8.54], [6.40, 0.75, 7.80], [5.18, 1.09, 9.97], [4.48, 1.95, 8.61], [2.52, -1.44, 10.40], [3.73, -0.52, 11.28], [4.24, -1.58, 10.01], [2.32, 2.25, 9.57], [2.87, 1.52, 11.06], [1.42, 0.91, 10.28], [1.73, -1.63, 5.91], [3.26, -1.69, 5.05], [2.44, -0.16, 5.25]]}



# 9
{"formula": "C17H31N4O3RuSi", "method": "ωB97M-V/def2-TZVPD", "multiplicity": 5, "s2": 6.041, "homo_ev": [-17.562, -18.718], "charge": 3, "e_lumo_ha": [-0.34814, -0.43402], "total_energy_ev": -40668.2642, "molar_mass_g_mol": 468.616, "species": ["Ru", "C", "N", "C", "C", "O", "C", "O", "C", "C", "O", "N", "C", "C", "H", "H", "H", "H", "H", "H", "H", "H", "H", "H", "H", "H", "H", "H", "H", "H", "C", "C", "C", "C", "C", "C", "N", "N", "Si", "C", "C", "C", "H", "H", "H", "H", "H", "H", "H", "H", "H", "H", "H", "H", "H", "H", "H"], "coordinates": [[-0.36, 0.15, -0.17], [1.12, -2.51, -3.82], [0.12, -2.94, -2.83], [-0.52, -4.24, -3.08], [-0.22, -2.18, -1.83], [0.34, -1.04, -1.62], [-1.32, -2.64, -0.87], [-1.49, -1.57, 0.07], [-2.23, -1.72, 1.28], [-2.06, -0.41, 2.03], [-1.26, 0.49, 1.53], [-2.68, -0.20, 3.14], [-2.55, 1.06, 3.90], [-3.55, -1.24, 3.75], [2.02, -3.10, -3.69], [0.70, -2.68, -4.81], [1.34, -1.45, -3.69], [0.16, -4.83, -3.68], [-0.71, -4.77, -2.15], [-1.45, -4.09, -3.64], [-2.25, -2.81, -1.41], [-1.04, -3.55, -0.33], [-3.29, -1.90, 1.04], [-1.85, -2.57, 1.86], [-1.89, 1.74, 3.37], [-3.54, 1.49, 4.00], [-2.15, 0.82, 4.88], [-4.25, -1.63, 3.01], [-2.94, -2.03, 4.17], [-4.12, -0.77, 4.54], [2.93, -1.74, 1.85], [2.97, -0.38, 1.26], [4.19, 0.38, 1.33], [4.26, 1.66, 0.79], [3.15, 2.19, 0.18], [1.96, 1.40, 0.14], [1.90, 0.13, 0.69], [0.82, 1.75, -0.41], [0.08, 3.24, -1.25], [-0.47, 4.32, 0.14], [1.34, 3.97, -2.38], [-1.34, 2.39, -2.13], [3.71, -2.36, 1.43], [1.96, -2.21, 1.69], [3.12, -1.68, 2.93], [5.04, -0.07, 1.81], [5.18, 2.22, 0.85], [3.15, 3.18, -0.26], [0.36, 4.73, 0.71], [-1.13, 3.79, 0.84], [-1.04, 5.17, -0.25], [2.07, 4.58, -1.85], [0.83, 4.64, -3.08], [1.86, 3.22, -2.98], [-1.56, 1.37, -1.75], [-1.15, 2.25, -3.20], [-2.27, 2.95, -2.02]]}



# 10
{"formula": "C24H16BrCl5HfNP", "method": "ωB97M-V/def2-TZVPD", "homo_ev": -14.701, "charge": 2, "e_lumo_ha": -0.27427, "total_energy_ev": -169875.3216, "molar_mass_g_mol": 785.032, "species": ["Hf", "Cl", "C", "C", "C", "Cl", "C", "Cl", "C", "Cl", "C", "Cl", "N", "C", "C", "C", "C", "C", "C", "P", "C", "C", "C", "C", "C", "C", "C", "C", "C", "C", "C", "C", "H", "H", "H", "H", "H", "H", "H", "H", "H", "H", "H", "H", "H", "H", "H", "H", "Br"], "coordinates": [[-1.33, 1.63, -0.52], [-3.79, 0.50, -1.95], [-4.07, 0.34, -0.23], [-3.05, 0.87, 0.53], [-3.18, 0.80, 1.91], [-1.86, 1.52, 2.81], [-4.26, 0.22, 2.52], [-4.36, 0.16, 4.22], [-5.28, -0.30, 1.70], [-6.64, -1.02, 2.42], [-5.19, -0.24, 0.30], [-6.41, -0.86, -0.71], [0.46, 2.96, 0.34], [1.82, 2.41, 0.42], [2.90, 3.27, 0.40], [4.18, 2.76, 0.52], [4.38, 1.39, 0.67], [3.29, 0.53, 0.67], [2.00, 1.04, 0.53], [0.55, -0.02, 0.42], [1.00, -1.70, 0.86], [1.49, -2.61, -0.08], [1.88, -3.87, 0.34], [1.78, -4.22, 1.68], [1.29, -3.31, 2.61], [0.89, -2.05, 2.20], [0.22, -0.07, -1.40], [0.83, 0.78, -2.34], [0.50, 0.68, -3.69], [-0.44, -0.25, -4.11], [-1.08, -1.07, -3.19], [-0.78, -0.97, -1.84], [0.49, 3.81, -0.23], [0.20, 3.28, 1.28], [2.74, 4.34, 0.30], [5.03, 3.44, 0.51], [5.38, 1.00, 0.78], [3.44, -0.54, 0.78], [1.59, -2.33, -1.13], [2.26, -4.58, -0.38], [2.08, -5.21, 2.00], [1.21, -3.59, 3.66], [0.50, -1.34, 2.93], [1.61, 1.47, -2.03], [0.99, 1.32, -4.41], [-0.68, -0.34, -5.16], [-1.81, -1.80, -3.52], [-1.24, -1.65, -1.13], [-1.55, 3.41, -2.27]]}